Record 1
DFT (ωB97M-V with the def2-TZVPD basis set) results for F10KN5O20S10 as an isolated structure.

Computed properties:
E_LUMO	7.1	eV
energy above the lowest of the compared OMol25 structures with the same formula, charge and spin	0.0	kJ/mol
HOMO energy	-0.788	eV
charge	-4
spin multiplicity	1

Atoms and positions in Å:
K  0.853  0.148  0.694
N  -3.157  -3.035  -0.266
S  -1.763  -2.931  0.495
O  -0.760  -2.150  -0.161
O  -1.405  -3.985  1.396
F  -2.280  -1.807  1.544
S  -2.986  -4.269  -1.271
O  -3.846  -5.353  -0.897
O  -1.688  -4.577  -1.749
F  -3.711  -3.672  -2.548
N  2.309  -1.902  1.477
S  3.615  -1.083  2.234
O  3.885  0.248  1.792
O  4.677  -1.853  2.795
F  2.682  -0.839  3.521
S  3.154  -2.601  0.339
O  3.991  -3.708  0.695
O  3.528  -1.728  -0.726
F  1.912  -3.412  -0.214
N  0.745  0.097  -4.344
S  0.229  -1.115  -3.384
O  1.206  -2.091  -3.106
O  -1.111  -1.534  -3.618
F  0.181  -0.230  -2.051
S  0.635  -0.487  -5.816
O  -0.614  -0.255  -6.471
O  1.356  -1.684  -6.102
F  1.542  0.680  -6.512
N  -4.173  1.174  -0.023
S  -4.603  1.188  1.547
O  -4.259  2.351  2.295
O  -4.499  -0.094  2.147
F  -6.184  1.340  1.299
S  -2.770  1.904  -0.051
O  -1.654  1.288  0.614
O  -2.810  3.336  -0.039
F  -2.435  1.620  -1.592
N  2.854  4.188  3.489
S  2.989  5.554  2.629
O  2.393  6.692  3.228
O  2.958  5.413  1.223
F  4.544  5.778  2.969
S  1.433  3.601  3.033
O  1.384  2.677  1.955
O  0.359  4.516  3.238
F  1.291  2.605  4.295

***

Record 2
DFT (ωB97M-V with the def2-TZVPD basis set) results for F12N6NaO24S12 as an isolated structure.

Computed properties:
<S²>	0.762
E_LUMO (spin up / spin down)	6.5 / 1.5	eV
HOMO energy (spin up / spin down)	-0.916 / -0.915	eV
charge	-4
spin multiplicity	2

Atoms and positions in Å:
Na  0.125  0.365  -0.559
N  -0.215  3.084  3.730
S  -0.835  4.118  2.898
O  -2.301  4.180  2.697
O  -0.021  4.585  1.783
F  -0.431  5.197  4.108
S  -0.982  1.723  3.042
O  -0.502  1.285  1.737
O  -2.403  1.539  3.267
F  -0.254  0.665  4.035
N  -2.865  -3.515  1.117
S  -2.556  -4.928  1.965
O  -3.235  -5.001  3.240
O  -1.249  -5.614  1.873
F  -3.506  -5.874  1.128
S  -1.679  -2.786  1.581
O  -0.322  -3.250  1.327
O  -1.953  -2.037  2.814
F  -1.776  -1.584  0.507
N  -1.512  1.395  -1.689
S  -1.254  2.701  -2.728
O  -0.738  3.904  -2.114
O  -2.083  2.749  -3.917
F  0.185  2.144  -3.364
S  -2.800  2.017  -1.149
O  -3.904  1.900  -2.112
O  -2.886  3.213  -0.241
F  -3.025  0.852  -0.125
N  3.585  3.744  1.459
S  3.237  3.166  -0.128
O  4.138  2.090  -0.534
O  2.589  3.976  -1.239
F  1.890  2.328  0.285
S  4.203  5.033  0.888
O  3.228  5.951  0.280
O  5.531  4.984  0.223
F  4.658  5.779  2.310
N  -2.235  -3.445  -3.105
S  -0.568  -3.390  -2.886
O  0.290  -3.335  -4.056
O  -0.068  -4.119  -1.767
F  -0.427  -1.858  -2.339
S  -2.140  -4.521  -4.090
O  -1.629  -5.810  -3.737
O  -2.012  -4.180  -5.482
F  -3.718  -4.830  -3.986
N  1.897  -1.120  -0.022
S  2.857  -2.070  -0.697
O  2.465  -3.482  -0.584
O  4.214  -1.740  -0.784
F  2.407  -1.858  -2.205
S  2.716  -1.214  1.393
O  3.700  -0.198  1.705
O  2.653  -2.477  2.137
F  1.520  -0.425  2.108

***

Record 3
DFT (ωB97M-V with the def2-TZVPD basis set) results for F22InN2O8P3S4 as an isolated structure.

Computed properties:
<S²>	0.752
E_LUMO (spin up / spin down)	5.9 / 1.4	eV
HOMO energy (spin up / spin down)	-3.428 / -3.365	eV
charge	-3
spin multiplicity	2

Atoms and positions in Å:
In  0.315  0.199  -0.062
P  -0.321  1.394  3.446
F  -1.296  0.444  2.596
F  -1.558  2.293  4.060
F  -0.290  0.479  4.824
F  0.645  2.563  3.810
F  0.919  0.551  2.834
F  -0.277  2.199  2.062
P  3.077  -1.777  -2.111
F  4.299  -1.718  -3.169
F  4.060  -1.784  -0.813
F  2.834  -0.110  -2.171
F  1.826  -1.843  -1.048
F  2.060  -1.890  -3.358
F  3.141  -3.395  -2.116
P  -3.686  0.586  -0.426
F  -3.561  -0.815  0.433
F  -4.635  1.066  0.811
F  -2.319  1.103  0.226
F  -3.641  2.071  -1.170
F  -2.658  0.060  -1.530
F  -4.770  -0.008  -1.491
N  0.311  1.941  -2.353
S  0.059  2.007  -3.854
O  1.113  2.193  -4.809
O  -1.275  2.470  -4.155
F  -0.206  0.451  -4.029
S  0.615  3.632  -2.299
O  -0.597  4.506  -2.354
O  1.942  4.082  -2.698
F  0.740  3.524  -0.606
N  0.462  -2.144  1.555
S  1.506  -2.947  2.444
O  1.776  -4.290  2.039
O  1.587  -2.658  3.915
F  2.827  -2.148  1.984
S  -0.795  -3.025  2.360
O  -1.285  -2.342  3.570
O  -0.948  -4.441  2.249
F  -1.995  -2.480  1.405

***

Record 4
DFT (ωB97M-V with the def2-TZVPD basis set) results for F2H2N2 as an isolated structure.

Computed properties:
E_LUMO	0.2	eV
energy above the lowest of the compared OMol25 structures with the same formula, charge and spin	193.9	kJ/mol
HOMO energy	-10.924	eV
spin multiplicity	1

Atoms and positions in Å:
N  -0.267  -0.216  0.651
N  0.014  0.723  -0.146
F  -0.872  -1.527  -0.058
F  1.339  0.620  -0.837
H  0.563  -0.399  1.257
H  -0.777  0.799  -0.867

***

Record 5
DFT (ωB97M-V with the def2-TZVPD basis set) results for a 2-piece molecular cluster, F2H2N2O2S overall.

Computed properties:
<S²>	2.009
E_LUMO (spin up / spin down)	0.3 / -2.0	eV
energy above the lowest of the compared OMol25 structures with the same formula, charge and spin	238.8	kJ/mol
HOMO energy (spin up / spin down)	-8.555 / -10.187	eV
spin multiplicity	3

Atoms and positions in Å:
N  -0.259  -0.237  0.049
N  -3.023  0.702  -0.033
O  -2.681  -1.916  -0.792
O  0.521  0.778  0.638
F  -2.283  1.619  0.630
F  -2.883  0.869  -1.382
S  -2.532  -1.095  0.406
H  0.098  1.543  0.189
H  -0.036  -1.137  0.618

***

Record 6
DFT (ωB97M-V with the def2-TZVPD basis set) results for the molecule F2H2Si.

Computed properties:
E_LUMO	1.0	eV
energy above the lowest of the compared OMol25 structures with the same formula, charge and spin	0.0	kJ/mol
HOMO energy	-12.030	eV
spin multiplicity	1
SMILES string	F[SiH2]F

Atoms and positions in Å:
F  0.079  1.522  -0.492
Si  -0.003  0.010  0.008
F  0.793  -0.981  -0.940
H  0.557  -0.097  1.337
H  -1.426  -0.454  0.088

***

Copy entry 2 word for word.
DFT (ωB97M-V with the def2-TZVPD basis set) results for F12N6NaO24S12 as an isolated structure.

Computed properties:
<S²>	0.762
E_LUMO (spin up / spin down)	6.5 / 1.5	eV
HOMO energy (spin up / spin down)	-0.916 / -0.915	eV
charge	-4
spin multiplicity	2

Atoms and positions in Å:
Na  0.125  0.365  -0.559
N  -0.215  3.084  3.730
S  -0.835  4.118  2.898
O  -2.301  4.180  2.697
O  -0.021  4.585  1.783
F  -0.431  5.197  4.108
S  -0.982  1.723  3.042
O  -0.502  1.285  1.737
O  -2.403  1.539  3.267
F  -0.254  0.665  4.035
N  -2.865  -3.515  1.117
S  -2.556  -4.928  1.965
O  -3.235  -5.001  3.240
O  -1.249  -5.614  1.873
F  -3.506  -5.874  1.128
S  -1.679  -2.786  1.581
O  -0.322  -3.250  1.327
O  -1.953  -2.037  2.814
F  -1.776  -1.584  0.507
N  -1.512  1.395  -1.689
S  -1.254  2.701  -2.728
O  -0.738  3.904  -2.114
O  -2.083  2.749  -3.917
F  0.185  2.144  -3.364
S  -2.800  2.017  -1.149
O  -3.904  1.900  -2.112
O  -2.886  3.213  -0.241
F  -3.025  0.852  -0.125
N  3.585  3.744  1.459
S  3.237  3.166  -0.128
O  4.138  2.090  -0.534
O  2.589  3.976  -1.239
F  1.890  2.328  0.285
S  4.203  5.033  0.888
O  3.228  5.951  0.280
O  5.531  4.984  0.223
F  4.658  5.779  2.310
N  -2.235  -3.445  -3.105
S  -0.568  -3.390  -2.886
O  0.290  -3.335  -4.056
O  -0.068  -4.119  -1.767
F  -0.427  -1.858  -2.339
S  -2.140  -4.521  -4.090
O  -1.629  -5.810  -3.737
O  -2.012  -4.180  -5.482
F  -3.718  -4.830  -3.986
N  1.897  -1.120  -0.022
S  2.857  -2.070  -0.697
O  2.465  -3.482  -0.584
O  4.214  -1.740  -0.784
F  2.407  -1.858  -2.205
S  2.716  -1.214  1.393
O  3.700  -0.198  1.705
O  2.653  -2.477  2.137
F  1.520  -0.425  2.108